DFT (ωB97M-V/def2-TZVPD) results for a molecular structure, C8H9AlN10Se3Te.

Last column: Löwdin charge in e.
Positions of all 32 atoms, in Å:
Al 0.406 -0.106 0.655  -0.34
N -2.463 -0.056 2.639  0.15
C -1.263 0.186 3.240  -0.45
N -1.103 0.343 4.546  0.01
N 0.203 0.570 4.696  -0.10
N 0.801 0.554 3.572  -0.15
N -0.090 0.319 2.585  -0.07
C -2.521 -0.473 1.344  -0.44
N -3.631 -0.853 0.733  0.02
N -3.231 -1.146 -0.510  -0.09
N -1.983 -0.958 -0.644  -0.03
N -1.467 -0.521 0.517  -0.01
H -3.257 -0.256 3.222  0.14
Se 2.060 1.937 0.841  0.07
Se 3.901 0.546 0.895  -0.25
Te 3.264 -1.153 2.632  0.26
Se 1.388 -2.268 1.392  0.04
C -0.961 2.026 -1.198  -0.08
C -0.067 1.065 -1.908  -0.40
C 0.178 1.013 -3.255  -0.10
C 1.047 -0.075 -3.463  -0.10
C 1.290 -0.634 -2.236  -0.37
C 2.145 -1.820 -1.951  -0.10
N 0.610 0.054 -1.264  -0.02
H -1.115 2.916 -1.810  0.07
H -0.531 2.327 -0.237  0.02
H -1.935 1.577 -0.996  0.06
H -0.219 1.676 -4.008  0.08
H 1.452 -0.406 -4.405  0.07
H 2.621 -2.177 -2.866  0.06
H 1.543 -2.630 -1.532  0.04
H 2.927 -1.579 -1.227  0.03

Summary:
Kohn-Sham gap = 5.65 eV
Total energy = -8572.811057 Ha
Charge = -2
LUMO energy = 4.38 eV